The following is a DFT calculation (ωB97M-V/def2-TZVPD) of a structure of composition C30H36F12N3O4PbS3Si.

Its electronic energy is -122602.8279 eV. The value obtained for the gap between HOMO and LUMO is 7.508 eV. As for the HOMO energy: -0.1966 Eh. As for the charge: -1.

Geometry as XYZ:
```
90
Properties=species:S:1:pos:R:3:forces:R:3:lowdin_charge:R:1
Pb -0.6365 -0.1029 -1.2138 -0.3 -0.1 -0.2 1.46
C 4.7480 -2.9568 3.8332 0.0 0.0 0.0 -0.05
C 3.5168 -2.1567 3.5077 0.0 0.0 0.0 -0.26
C 3.2362 -0.9609 4.1513 0.0 0.0 0.0 -0.04
C 2.1071 -0.2446 3.8130 0.0 0.0 0.1 -0.03
C 1.2177 -0.6577 2.8180 0.0 0.0 0.0 -0.21
N 0.0832 0.1991 2.5640 -0.2 -0.1 -0.1 -0.28
C -1.2305 -0.2353 2.9451 0.0 0.0 -0.1 -0.18
C -1.2617 -1.1429 4.0034 0.0 0.0 0.0 -0.02
C -2.4373 -1.6398 4.5249 0.0 0.0 0.0 -0.04
C -3.6513 -1.2128 4.0175 0.0 0.0 0.0 -0.26
C -4.9630 -1.7296 4.5426 0.0 0.0 0.0 -0.05
C -3.6209 -0.2937 2.9808 0.0 0.0 0.0 0.01
C -2.4547 0.2107 2.4011 0.0 0.0 0.0 -0.03
C -2.6437 1.1938 1.2040 -0.1 0.0 0.1 -0.38
O -1.5503 1.4698 0.4763 0.0 -0.1 0.1 -0.36
C -3.2239 2.5457 1.7484 0.0 0.0 0.0 -0.53
F -4.3207 2.4404 2.5258 0.0 0.0 0.0 0.14
F -2.3111 3.1959 2.4866 0.0 0.0 0.0 0.13
F -3.5563 3.3677 0.7312 0.0 0.0 0.0 0.14
C -3.7389 0.6072 0.2207 0.0 0.0 0.0 -0.56
F -3.5509 -0.7088 0.0246 0.0 0.0 0.0 0.13
F -3.6486 1.1901 -0.9844 0.0 0.0 0.0 0.12
F -5.0260 0.7689 0.6063 0.0 0.0 0.0 0.13
C 1.4923 -1.8598 2.1451 0.0 -0.1 0.0 -0.03
C 2.6316 -2.5733 2.5294 0.0 0.0 0.0 0.01
C 0.6551 -2.4422 0.9814 0.0 -0.1 0.0 -0.38
O -0.3037 -1.6431 0.5064 0.1 0.2 0.0 -0.31
C 1.6277 -2.8149 -0.2080 0.0 0.0 0.0 -0.54
F 0.9524 -2.9099 -1.3621 0.0 0.0 0.0 0.12
F 2.5565 -1.8589 -0.3886 0.0 0.0 0.0 0.13
F 2.2914 -3.9858 -0.0657 0.0 0.0 0.0 0.13
C -0.0321 -3.7687 1.4502 0.0 0.0 0.0 -0.53
F -0.5824 -4.4148 0.4087 0.0 0.0 0.0 0.15
F 0.7827 -4.6593 2.0638 0.0 0.0 0.0 0.13
F -1.0117 -3.4996 2.3198 0.0 0.0 0.0 0.16
H 4.9583 -2.9383 4.9036 0.0 0.0 0.0 0.07
H 5.6232 -2.5539 3.3186 0.0 0.0 0.0 0.08
H 4.6326 -3.9957 3.5254 0.0 0.0 0.0 0.08
H 3.8911 -0.5897 4.9319 0.0 0.0 0.0 0.11
H 1.9012 0.6680 4.3501 0.0 0.1 0.0 0.09
H -0.3222 -1.4687 4.4273 0.0 0.0 0.0 0.12
H -2.4022 -2.3594 5.3351 0.0 0.0 0.0 0.11
H -4.8127 -2.3531 5.4242 0.0 0.0 0.0 0.07
H -5.4763 -2.3321 3.7907 0.0 0.0 0.0 0.08
H -5.6297 -0.9098 4.8159 0.0 0.0 0.0 0.08
H -4.5733 0.0352 2.5944 0.0 0.0 0.0 0.11
H 2.8520 -3.5009 2.0226 0.0 0.0 0.0 0.11
C 4.6412 4.4424 0.7155 0.0 0.0 0.0 -0.09
C 3.6633 3.2814 0.7286 0.0 0.0 0.0 -0.27
N 2.3503 3.7288 0.2865 0.0 0.0 0.1 0.00
C 1.4034 2.9070 -0.2094 -0.1 0.0 -0.1 -0.82
S 1.7869 1.3092 -0.6627 0.1 0.1 0.1 0.66
N 0.1697 3.4018 -0.3301 0.2 0.1 -0.1 0.01
C -0.2911 4.6622 0.2324 0.0 -0.1 0.0 -0.23
C -0.0290 5.8505 -0.6827 0.0 0.0 0.0 -0.08
H 5.6312 4.1008 1.0182 0.0 0.0 0.0 0.07
H 4.3336 5.2264 1.4110 0.0 0.0 0.0 0.07
H 4.7142 4.8752 -0.2825 0.0 0.0 0.0 0.07
H 3.5806 2.8557 1.7345 0.0 0.0 0.0 0.11
H 3.9857 2.4841 0.0645 0.0 0.0 0.0 0.07
H 2.0098 4.5535 0.7603 0.0 0.0 -0.1 0.11
H -0.5580 2.7122 -0.4659 -0.2 -0.1 0.2 0.07
H 0.1470 4.8149 1.2253 0.0 0.0 0.0 0.09
H -1.3594 4.5401 0.4020 0.0 0.0 0.0 0.11
H 1.0367 5.9898 -0.8712 0.0 0.0 0.0 0.06
H -0.4189 6.7635 -0.2305 0.0 0.0 0.0 0.07
H -0.5195 5.7029 -1.6446 0.0 0.0 0.0 0.08
C -0.9193 2.2709 6.1844 0.0 0.0 0.0 -0.08
O -0.5385 1.7302 4.9165 0.1 0.0 -0.1 -0.18
C 0.1490 2.4940 4.0870 0.2 0.0 0.2 -1.15
S 0.7096 4.0197 4.3884 -0.1 0.0 -0.1 0.63
S 0.4230 1.8313 2.5148 0.1 0.1 -0.1 1.05
H -1.5313 1.5004 6.6447 0.0 0.0 0.0 0.09
H -1.4867 3.1894 6.0433 0.0 0.0 0.0 0.08
H -0.0352 2.4817 6.7855 0.0 0.0 0.0 0.08
C 1.2475 -2.0349 -4.8198 0.0 0.0 0.0 -0.18
Si 0.7686 -0.2099 -4.7627 0.1 0.0 0.0 0.18
C 2.3549 0.7796 -5.0308 0.0 0.0 0.0 -0.19
C -0.3239 0.1145 -6.2696 0.0 0.0 0.0 -0.19
O 0.0352 0.1811 -3.3953 0.0 -0.1 0.1 -0.61
H 1.8015 -2.2868 -5.7284 0.0 0.0 0.0 0.02
H 0.3583 -2.6691 -4.7796 0.0 0.0 0.0 0.02
H 1.8709 -2.2927 -3.9603 0.0 0.0 0.0 0.01
H 2.9232 0.4126 -5.8902 0.0 0.0 0.0 0.02
H 2.9953 0.7202 -4.1477 0.0 0.0 0.0 0.01
H 2.1272 1.8348 -5.2015 0.0 0.0 0.0 0.02
H 0.1328 -0.2728 -7.1851 0.0 0.0 0.0 0.02
H -0.4913 1.1859 -6.4044 0.0 0.0 0.0 0.02
H -1.2997 -0.3617 -6.1509 0.0 0.0 0.0 0.02
```
Forces are in eV/Å.